Entry 1:
17
Properties=species:S:1:pos:R:3:forces:R:3:nbo_charge:R:1 method="wB97M-V/def2-TZVPD" charge=-1 de_lowest_kj_mol=142.3 total_energy_ev=-24219.4918 homo_lumo_gap_ev=8.27
C -0.700419 -1.588108 -0.479119 0.7211 3.5989 -0.8732 0.43
C 1.646342 -0.354123 1.264240 0.2398 2.4921 -1.3168 -0.63
C 1.654220 0.039243 -0.264664 0.7541 -1.9185 -0.4091 -0.39
C 0.329615 0.632521 -0.767148 2.2794 -0.9638 2.8921 -0.20
N -0.767294 -2.720991 -0.432445 -0.1841 -3.9284 0.4941 -0.53
N -0.678521 -0.306875 -0.636289 -4.5883 1.0575 0.5189 -0.72
O -3.341079 0.501351 -1.306209 -0.6512 -0.2929 -0.7781 -0.93
O -3.114411 0.005768 1.096406 0.3824 0.2262 -0.7067 -0.92
O -2.157053 2.044733 0.134315 0.4631 0.6423 0.2153 -0.95
S -2.675732 0.732423 -0.074728 1.4930 -1.6018 0.5668 2.47
H 1.734592 0.695675 1.792619 -0.4793 -2.4732 -0.2387 0.19
H 0.711866 -0.898180 1.321686 -0.3983 0.3991 0.9489 0.24
H 2.410233 -1.084536 1.553625 0.2227 0.5882 -0.1080 0.20
H 1.849367 -0.935508 -0.820393 -0.1639 1.1566 0.3083 0.19
H 2.402458 0.755166 -0.596815 0.6038 -0.0485 0.4476 0.18
H 0.159995 1.447696 -0.074075 -0.4437 0.5629 -0.0590 0.20
H 0.535827 1.033740 -1.711006 -0.2507 0.5035 -1.9024 0.17

---

Entry 2:
17
Properties=species:S:1:pos:R:3:forces:R:3:nbo_charge:R:1 method="wB97M-V/def2-TZVPD" charge=+1 de_lowest_kj_mol=713.5 total_energy_ev=-6830.0198 homo_lumo_gap_ev=6.31
C 0.455878 0.295523 -1.566276 0.9213 -0.3693 -0.5049 -0.28
C 1.322717 0.422592 -0.347619 -1.8539 0.3398 1.5171 -0.43
C 0.743845 1.494857 0.610982 0.4655 0.8376 0.0956 -0.62
N -0.929426 0.403350 -1.274473 -0.3615 -2.4119 0.1220 -0.45
H 0.635334 0.987619 -2.404101 0.1282 0.2307 0.1952 0.29
H 0.686075 -0.685639 -2.027353 -0.1730 0.3378 -0.3979 0.27
H 2.384691 0.560385 -0.506004 -0.0184 -0.1433 -0.4455 0.27
H 1.160073 -0.504607 0.253633 0.4276 -0.2152 -0.3765 0.23
H -0.020471 1.198587 1.328195 0.1716 -0.6302 -0.0655 0.23
H 1.563726 1.926450 1.182193 -0.1149 0.0501 0.1065 0.25
H 0.252017 2.314763 0.077495 0.2714 0.0484 -0.3315 0.22
H -1.310305 -0.311233 -0.540531 0.0966 0.1548 1.0829 0.29
H -1.538694 0.260174 -2.085747 0.1672 0.1891 -0.2564 0.42
H -1.037936 -1.586145 -0.285112 -0.2272 1.6296 -0.8481 0.26
H -1.340533 -2.878705 2.448707 -0.0041 -0.0515 -0.1490 0.50
H -0.983615 -1.925307 1.269450 0.1651 -0.3488 0.0907 0.41
O -1.147695 -1.961507 2.218987 -0.0618 0.3523 0.1654 -0.86

---

Entry 3:
198
Properties=species:S:1:pos:R:3:forces:R:3:mulliken_charge:R:1 method="wB97M-V/def2-TZVPD" charge=0 smiles="O=[N+]([O-])c1ccccc1.O=[N+]([O-])c1ccccc1.O=[N+]([O-])c1ccccc1.O=[N+]([O-])c1ccccc1.O=[N+]([O-])c1ccccc1.COC(=O)OC.COC(=O)OC.COC(=O)OC.COCCOCCOC.COCCOCCOC.COCCOCCOC.COCCOCCOC" de_lowest_kj_mol=0.0 total_energy_ev=-137836.4698 homo_lumo_gap_ev=8.39
C 4.136736 -5.852791 1.036311 2.8108 0.2896 0.6160 -0.60
O 4.894559 -5.797885 -0.197597 -0.7495 -0.7219 0.6313 -0.02
C 5.176071 -7.123934 -0.691088 -0.4327 1.1628 -0.0637 -0.90
C 4.185986 -7.462723 -1.777857 0.1577 0.3915 -0.2305 -0.27
O 2.893573 -7.410484 -1.181818 1.1761 0.1829 -0.1969 -0.24
C 1.859747 -7.429284 -2.112774 -0.5432 -0.4921 -0.4340 -0.91
C 1.672818 -6.090522 -2.907604 0.2882 -1.9208 1.1607 -0.23
O 1.223878 -5.047807 -2.075141 -0.3355 -0.3478 -0.3323 0.15
C -0.156389 -5.095167 -1.664760 1.3032 0.7465 -0.4232 -0.59
H 3.173412 -6.298962 0.954785 -0.4477 -0.8998 -0.1745 0.31
H 3.960026 -4.837607 1.372733 0.1096 0.2467 -0.1291 0.08
H 4.880641 -6.315696 1.789236 -1.6888 0.3297 -0.7103 0.33
H 5.139589 -7.869965 0.110347 0.1262 0.1460 -0.0254 0.38
H 6.163098 -7.037796 -1.125195 0.3899 -0.3800 -0.0326 0.42
H 4.419376 -8.467698 -2.172460 -0.2734 0.1272 -0.0119 0.35
H 4.326905 -6.720232 -2.623197 -0.3660 -0.7081 0.8800 0.19
H 0.980884 -7.678578 -1.524476 -0.4034 0.3950 0.0430 0.35
H 1.968664 -8.351941 -2.734788 0.0769 0.8408 -0.3561 0.37
H 1.011820 -6.380866 -3.723858 -0.3145 0.6139 -0.3042 0.40
H 2.657775 -5.814602 -3.283295 -0.2179 0.2794 -0.1913 0.12
H -0.817067 -5.026975 -2.512176 -0.3517 -0.6559 -0.5678 0.38
H -0.243735 -4.124842 -1.227743 -0.4294 0.4925 0.9231 -0.10
H -0.391797 -5.885001 -0.957650 -0.0179 -0.1420 -0.0673 0.34
C 3.327250 -0.067185 -2.942481 0.2072 -0.4302 0.0478 -1.11
O 2.990580 -0.411912 -1.608576 0.3658 0.3838 -0.0295 1.56
C 2.335241 -1.650707 -1.596037 -0.5867 -0.3660 1.0492 -1.64
C 1.808652 -1.967752 -0.173393 -0.3759 0.9037 -2.2399 -0.65
O 0.722156 -1.084810 0.033231 -0.3245 -0.4224 0.3354 0.31
C 0.215122 -1.351676 1.299323 -1.9050 0.1142 1.4911 -1.78
C -1.200919 -0.779202 1.417842 0.1406 0.8885 1.1565 0.73
O -1.405088 -0.199766 2.767397 -0.3488 -0.5858 -2.0227 0.23
C -2.573158 0.627720 2.691432 -0.1550 -0.7264 0.0710 -0.96
H 3.960516 -0.856816 -3.393138 -0.2947 0.1892 0.0268 0.25
H 3.894638 0.859469 -2.990895 0.0098 0.0866 0.4003 0.21
H 2.413619 0.073170 -3.515695 -0.1688 -0.0235 -0.3201 0.29
H 3.000922 -2.443378 -1.894884 0.5155 -0.5009 -0.2523 0.30
H 1.502173 -1.632410 -2.308197 -0.2033 -0.0745 0.0927 0.16
H 2.563717 -1.720006 0.548776 0.6876 -0.3434 0.5187 0.19
H 1.397152 -2.982879 -0.100027 0.6894 -0.0806 -0.0318 0.41
H 0.828821 -0.958908 2.106020 0.2247 0.6022 0.0964 0.38
H 0.102969 -2.379462 1.590847 0.4301 -1.2194 -0.6430 0.54
H -2.087821 -1.435714 1.199320 1.1283 0.2043 0.0743 0.12
H -1.160757 0.010015 0.682055 -0.5524 0.6650 -0.2304 -0.42
H -2.901801 0.747755 3.737199 -0.1293 0.3103 -0.6077 0.06
H -3.360403 0.154095 2.047130 0.3443 0.0448 0.7833 0.17
H -2.364389 1.559127 2.162869 0.2286 0.3172 0.3732 0.38
C -8.434658 7.712988 -3.653400 1.2605 0.3297 0.0920 -0.79
O -7.561266 7.041586 -2.732128 0.9900 0.2707 -1.5901 -0.26
C -6.257488 6.757702 -3.312137 -0.6273 -0.7695 0.4426 -0.79
C -5.292434 6.375851 -2.202344 -0.1713 0.7870 0.4616 -0.59
O -5.357978 5.079051 -1.657509 -0.7368 -0.0263 -0.6845 -0.24
C -6.270743 5.001468 -0.578347 0.7508 0.3932 1.5473 -0.07
C -6.343248 3.559082 -0.075008 0.4187 1.4438 -1.4941 -0.68
O -5.148437 3.188707 0.552227 -1.2743 0.8299 1.5448 -0.32
C -4.297985 2.483727 -0.224370 1.4532 -1.4062 -0.9113 0.16
H -9.358601 7.675735 -3.150174 -1.3273 0.2785 0.3058 0.25
H -8.530502 7.260208 -4.637820 0.1444 -0.6377 -0.0143 0.32
H -8.138847 8.762195 -3.876384 0.0331 -0.4274 0.5345 0.28
H -5.809944 7.627854 -3.814415 -0.3965 0.0846 0.0719 0.44
H -6.330679 5.926543 -4.052035 -0.0985 0.4803 0.3488 0.35
H -5.403546 7.128868 -1.399915 -0.0297 -0.1878 -0.1119 0.31
H -4.298488 6.512811 -2.582476 0.6718 -0.1271 -0.3505 0.51
H -7.263793 5.461078 -0.744310 0.3937 -0.3976 -0.4279 0.43
H -5.785815 5.585083 0.249250 -0.6349 -0.2435 -0.3010 -0.01
H -6.520168 2.929255 -0.950801 -0.2708 -0.2635 0.1542 0.34
H -7.155582 3.541689 0.609865 -0.6695 -0.4387 0.7902 0.44
H -3.544517 3.091325 -0.733702 -0.3581 0.0860 -0.5087 0.14
H -4.841995 1.786446 -0.863148 0.0510 0.2828 -0.7222 0.41
H -3.732589 1.802007 0.380813 0.4624 -0.2816 0.7877 -0.55
C 2.255633 5.226238 5.328366 -0.9223 -0.7696 -1.4138 -0.81
O 1.977490 4.434503 4.102989 0.5403 1.0154 1.3517 -0.38
C 1.373905 3.195200 4.447588 0.1266 0.6164 1.2322 -0.95
C 1.270472 2.322720 3.255626 -0.0176 0.6874 -2.0872 2.11
O 2.500950 1.722252 3.068432 2.0641 -1.4219 0.0025 -0.53
C 2.851671 1.155784 1.794083 -0.6201 0.0775 0.0052 0.82
C 3.241452 2.192571 0.727220 0.2343 -0.0763 1.3344 -0.59
O 2.109109 2.769698 0.060541 1.4322 0.4237 -0.2573 0.44
C 2.600546 3.529127 -1.082749 -1.2098 0.0539 0.8711 -0.82
H 2.879892 6.094869 5.083894 0.0171 -0.5790 -0.0900 0.25
H 2.686991 4.550150 6.066627 0.3228 0.2564 0.0567 0.32
H 1.303821 5.606187 5.719888 0.0454 -0.0755 0.0306 0.31
H 0.365230 3.368736 4.865466 0.1772 0.0239 0.0111 0.35
H 2.019296 2.729364 5.239678 -0.6485 -0.0515 -0.5931 0.55
H 1.128597 2.904991 2.328687 -0.6339 0.4024 0.4933 -0.49
H 0.434633 1.634891 3.304399 -0.1986 -0.5562 0.3068 -0.81
H 1.995516 0.607632 1.398396 0.0128 -0.3133 -0.0339 -0.40
H 3.704568 0.458263 2.006109 -0.7310 0.7317 -0.3031 -0.28
H 3.873619 1.734589 -0.033393 0.1629 -0.2358 0.0231 0.02
H 3.850132 2.901529 1.339608 -0.3822 0.2581 -0.8710 0.24
H 3.170261 4.430513 -0.780392 0.0646 -0.6552 -0.0081 0.25
H 1.684697 3.901189 -1.554401 0.2406 -0.1413 -0.2586 0.21
H 3.154701 2.868365 -1.759936 0.0001 0.2540 0.0946 0.19
C 5.526943 -1.585245 -6.038622 -0.1601 -0.5630 -1.1563 -0.71
C 4.332788 -1.825104 -6.740967 0.5243 -0.3895 0.3682 -0.51
C 3.430627 -0.810892 -6.954451 -0.8127 0.3902 -0.5639 -0.76
C 3.746839 0.430661 -6.465667 0.0801 1.4470 0.9215 0.36
C 4.906818 0.687790 -5.779119 1.0298 0.2187 -0.1824 -0.37
C 5.856056 -0.331537 -5.614760 0.0773 1.3785 0.7957 -0.45
N 2.837621 1.636328 -6.619366 -0.6494 -1.4042 -1.2277 1.13
O 1.948873 1.545260 -7.456766 0.3821 -0.2363 0.2570 -0.63
O 3.025073 2.610759 -5.948773 0.4253 0.4681 0.5942 -0.62
H 6.281492 -2.349710 -6.006266 0.0118 -0.4337 0.2446 0.51
H 4.137411 -2.818174 -7.119118 -0.1027 0.0174 -0.0356 0.50
H 2.505616 -0.885409 -7.519681 0.1694 -0.4387 0.0854 0.69
H 5.119677 1.716286 -5.514655 -0.0084 -0.1467 0.2598 0.47
H 6.834424 -0.105297 -5.139928 -0.8463 -0.2373 -0.3907 0.39
C -1.528458 -2.955927 5.880854 -0.5521 -0.0733 -2.7209 -0.32
C -1.418048 -3.032733 7.227734 0.8133 -0.5050 2.7768 -0.57
C -0.182235 -2.774121 7.884639 0.4112 1.1182 -1.1222 -0.49
C 0.855027 -2.364657 7.024566 -0.0038 -0.1602 1.6309 -0.42
C 0.771424 -2.339548 5.654313 -0.8304 -0.1595 -0.6792 -0.14
C -0.441085 -2.637903 5.051866 0.1775 -0.1366 0.5774 0.41
N 2.190412 -1.994413 7.609112 0.3631 -1.2319 0.5781 1.10
O 2.380210 -2.046911 8.816780 -0.9461 0.2451 -0.3910 -0.65
O 3.084509 -1.801352 6.822108 0.2158 0.5157 -0.5226 -0.60
H -2.468322 -3.173970 5.335791 0.4434 0.0580 0.7668 0.22
H -2.238191 -3.393623 7.855273 0.0860 0.3375 -0.3500 0.41
H 0.023438 -2.723197 8.974104 -0.5210 -0.3418 -0.9159 0.42
H 1.611422 -2.112065 5.040816 0.5634 0.2363 -0.0892 0.66
H -0.504552 -2.673397 3.963430 -0.2221 0.1294 0.4342 -0.02
C 5.680525 -2.750460 -0.777256 0.0542 0.7799 0.2680 -0.60
C 5.470102 -2.456561 0.544701 0.4626 0.4364 1.4075 -0.29
C 5.927908 -1.214275 1.024919 -0.6986 -0.4754 -1.2642 -0.54
C 6.481419 -0.328560 0.130290 -0.0299 1.1538 -0.3860 -0.22
C 6.687602 -0.569273 -1.243587 -1.1045 -1.6566 1.9091 -0.97
C 6.227040 -1.827035 -1.642173 0.8069 0.6339 -0.2907 -0.08
N 6.737422 1.058602 0.695133 1.6111 -0.1362 -2.2667 1.17
O 7.263859 1.874023 -0.048431 -0.2225 -0.3806 -0.6113 -0.69
O 6.497759 1.309520 1.826125 -0.9925 -0.2691 2.1587 -0.61
H 5.468636 -3.689517 -1.185628 -0.6278 -1.3305 -0.2257 0.67
H 5.020164 -3.175144 1.242332 0.2918 0.3979 -0.4510 0.18
H 5.770141 -0.825121 1.999738 -0.1100 -0.1757 0.8645 0.68
H 7.191580 0.099098 -1.878793 0.3043 0.8577 -0.6108 0.63
H 6.335159 -2.194674 -2.643669 0.2399 0.3305 -0.5769 0.51
C -6.588640 -2.463842 2.915065 -0.7053 0.9861 0.5708 -0.81
C -5.394807 -1.886779 3.169823 2.0170 1.9642 0.4170 -0.61
C -4.213588 -2.551989 2.906341 0.0996 0.0840 0.4332 0.83
C -4.269598 -3.853109 2.533477 0.6540 -1.9693 -0.1941 -0.03
C -5.463818 -4.556327 2.410498 -0.0764 -0.1198 -0.0966 -0.76
C -6.610659 -3.778310 2.605065 -0.8644 -2.2667 -1.3072 -0.24
N -2.940914 -4.560058 2.299329 0.7883 0.2401 -1.0103 0.92
O -1.889807 -3.903521 2.365754 -1.5604 -0.4630 0.3178 -0.44
O -2.954431 -5.722550 1.933904 -0.4724 0.5717 0.5249 -0.62
H -7.494444 -1.877417 2.997738 -0.0803 -0.1864 0.0932 0.43
H -5.273501 -0.879006 3.569436 -0.3930 -0.0875 -0.2754 0.49
H -3.233233 -2.149546 3.027936 0.3734 0.6702 0.2140 0.19
H -5.501088 -5.635735 2.150900 0.0754 1.0563 0.2078 0.44
H -7.595859 -4.182397 2.389823 0.2147 -0.4397 0.1600 0.33
C -0.381905 5.074255 0.849527 -0.5941 -0.4650 -2.2302 -0.90
C -0.405186 5.435235 2.167274 -0.2874 0.5910 0.3842 -0.78
C -1.532804 6.128995 2.594395 -1.0830 0.3565 0.9296 -0.41
C -2.586093 6.409756 1.729566 0.1789 0.3943 1.6048 -0.37
C -2.559782 5.979390 0.433041 -1.4254 -0.1129 -0.9663 0.70
C -1.469533 5.307099 -0.067145 1.2330 -0.1460 1.8480 -0.76
N -3.815348 7.208560 2.253950 0.9953 -0.5149 -1.3473 0.98
O -4.526999 7.671046 1.353659 0.4986 -0.4464 1.6813 -0.56
O -3.953260 7.343452 3.458267 -0.1033 -0.0106 -1.2028 -0.60
H 0.482512 4.534818 0.505697 0.2140 -0.1873 -0.2455 0.67
H 0.452553 5.209402 2.824338 -0.6828 0.1844 -0.3276 0.72
H -1.703362 6.395972 3.632505 0.3398 0.1375 -0.0189 0.47
H -3.486719 6.069826 -0.128966 0.3522 0.1886 -0.2391 0.19
H -1.489797 4.933210 -1.081545 0.2349 -0.0508 0.0290 0.59
C 1.673708 -3.146927 -5.245303 0.2962 0.4853 -1.2608 -0.81
O 1.648680 -3.375262 -6.705738 -0.3346 0.1329 0.2656 -0.28
C 0.422125 -3.515100 -7.264675 1.1094 -0.0548 0.4833 0.69
O -0.521861 -3.990737 -6.716199 -0.8103 -0.2457 0.5139 -0.54
O 0.433148 -3.079984 -8.523307 1.3970 0.0774 0.3258 -0.31
C -0.767727 -3.319878 -9.193258 -1.2946 0.0303 -0.7398 -0.70
H 2.531879 -3.652651 -4.795218 -0.2318 0.0012 -0.3433 0.12
H 0.750854 -3.415493 -4.788839 -0.6397 -0.6241 0.2362 0.66
H 1.768303 -2.071714 -5.168175 0.2820 0.2233 0.3634 0.33
H -0.770301 -2.835504 -10.165746 0.2524 0.7064 0.2896 0.24
H -1.588596 -3.002343 -8.546718 -0.1200 -0.0669 -0.4576 0.30
H -0.886760 -4.351457 -9.479920 -0.0038 -0.7176 0.4851 0.30
C -0.932362 0.674304 6.759471 0.5420 0.3270 -1.1196 -0.33
O -1.930173 0.447768 7.716356 -1.6713 -0.6612 0.4368 -0.36
C -3.195506 0.344202 7.254174 -1.1334 0.1067 1.2555 0.76
O -3.618151 0.565722 6.147144 0.7075 -0.4067 0.4682 -0.53
O -4.035318 -0.002315 8.327400 2.6473 0.5173 -1.6483 -0.37
C -5.329464 -0.423366 7.988963 -1.7039 0.8339 0.3092 -0.62
H 0.023220 0.292049 7.056427 0.3168 -0.1479 1.0449 0.40
H -0.820831 1.730103 6.559635 -0.1171 0.3305 -0.1420 0.43
H -1.100046 0.131649 5.847739 -0.6043 -0.0518 -0.6181 -0.12
H -5.969098 0.364858 7.509065 0.9230 -0.4988 0.0543 0.26
H -5.774129 -0.531408 8.989889 -0.0779 -0.6054 -0.5114 0.26
H -5.367217 -1.333752 7.371855 0.1746 0.2330 0.3584 0.27
C -0.589341 3.196102 -6.297997 -0.0153 0.8217 1.1901 -0.51
O -1.245000 3.178230 -4.997276 -0.7186 0.4780 0.1624 -0.34
C -0.720568 2.363352 -4.096198 0.2597 -1.3582 -0.0065 0.59
O 0.189418 1.605133 -4.348609 0.1670 0.1038 0.3567 -0.56
O -1.368035 2.386599 -2.903769 0.6027 0.4805 -0.4194 -0.19
C -0.751507 1.550611 -1.883969 -0.5411 0.1903 0.9448 0.22
H 0.445091 3.153745 -6.124217 1.4448 -0.1263 0.1859 0.09
H -0.774273 4.172789 -6.731452 -0.5823 -0.1624 -0.1347 0.31
H -0.823401 2.354777 -6.905213 -0.6959 -0.5337 -0.4141 0.29
H 0.283978 1.817193 -1.650604 -0.0926 -0.0645 -0.5033 0.05
H -0.853948 0.505233 -2.151210 0.2490 -0.1087 -0.1787 0.45
H -1.301537 1.692569 -0.919559 0.0662 0.2308 -1.0588 -0.52

---

Number 1: strongest force on any atom 4.74 eV Å⁻¹. Number 2: strongest force on any atom 2.44 eV Å⁻¹. Number 3: strongest force on any atom 3.16 eV Å⁻¹.